A single C4H6N2O molecule, computed with wB97M-V/def2-TZVPD.

```
13
Properties=species:S:1:pos:R:3:forces:R:3
O -1.0799 1.5957 -1.0755 0.20 0.00 -0.09
N -1.1897 0.4473 0.9939 -0.01 0.05 -0.11
N 1.4450 -0.1298 -1.3920 -0.08 -0.14 -0.04
C 0.5084 -0.1553 -0.3210 -0.20 0.08 0.09
C -0.5717 0.6768 -0.2037 0.16 -0.24 0.11
C 0.5380 -0.9448 0.8674 0.03 0.01 0.05
C -0.5105 -0.5493 1.6576 0.04 -0.05 0.02
H 0.9921 0.0911 -2.2711 0.02 -0.07 -0.03
H -0.8250 -0.8874 2.6340 0.03 0.05 -0.17
H -1.9916 0.9525 1.3322 0.11 -0.09 -0.08
H 1.8768 -1.0362 -1.5211 0.03 0.04 0.08
H 1.2516 -1.7246 1.1004 -0.08 0.15 0.01
H -0.4435 1.6638 -1.8012 -0.26 0.21 0.18
```
Forces are in eV/Å.

HOMO: -0.265 hartree
Structure (SMILES): Nc1cc[nH]c1O
Net charge: 0
Energy: -9272.405 eV
Frontier orbital gap: 7.96 eV
Molecular weight: 98.1 g mol⁻¹
Relative energy (zero: lowest compared OMol25 entry of this formula, charge and spin): 25.3 kcal per mole

Here are the Löwdin charges for atoms 1 to 4, given in e: atom 1 (O): 0.07, atom 2 (N): 0.08, atom 3 (N): 0.07, atom 4 (C): -0.29